DFT (wB97M-V/def2-TZVPD) results for C44H31N6NaO6PS as an isolated structure.

Results
Total charge: -1
E: -3377.41929 Eh
Multiplicity: 1
HOMO energy: -5.149 eV

Each line ends with the Mulliken charge.
Positions of all 90 atoms, in Å:
Na  0.1301  -0.5744  0.5953  0.883
O  -3.6115  -1.4121  2.9613  -0.509
C  -2.3809  -1.0480  2.5265  0.240
O  -1.7261  -1.7726  1.8207  -0.539
C  -1.9903  0.3119  2.9979  0.366
C  -2.4973  0.8060  4.1866  -0.654
C  -2.0833  2.0768  4.5701  -0.451
C  -1.2374  2.7801  3.7398  -0.816
C  -0.7642  2.1839  2.5659  0.410
N  -1.1147  0.9504  2.2256  0.584
C  0.1449  2.9894  1.6282  -0.157
O  0.0031  4.2224  1.7151  -0.836
O  0.8978  2.3330  0.8783  -0.228
H  -3.7471  -2.3179  2.6437  0.358
H  -3.1867  0.2214  4.7773  0.483
H  -2.4350  2.5100  5.4984  0.417
H  -0.9153  3.7898  3.9484  0.528
S  -0.4061  -5.8047  -5.5855  0.057
N  -1.4847  -4.7214  -5.0503  -0.748
C  -0.9620  -4.1586  -3.9776  1.180
C  -1.5967  -3.1375  -3.1656  0.593
C  -2.8786  -2.6496  -3.4152  -0.875
C  -3.3861  -1.6655  -2.6000  -1.004
C  -2.5882  -1.1894  -1.5563  -0.420
N  -1.3697  -1.6370  -1.3158  0.396
C  -0.8694  -2.6006  -2.0976  -0.637
C  0.4994  -3.0770  -1.7948  -0.833
N  1.1305  -2.4852  -0.7776  0.042
C  2.3563  -2.8728  -0.4673  -0.444
C  3.0184  -3.8946  -1.1575  -0.976
C  2.3810  -4.5069  -2.2088  -0.507
C  1.0936  -4.0916  -2.5498  0.982
C  0.3512  -4.6326  -3.6713  0.785
N  0.7851  -5.5453  -4.5191  -0.694
H  -3.4460  -3.0510  -4.2455  0.511
H  -4.3731  -1.2528  -2.7584  0.461
H  -2.9381  -0.3962  -0.9050  0.551
H  2.8011  -2.3310  0.3627  0.540
H  4.0204  -4.1793  -0.8662  0.464
H  2.8552  -5.2911  -2.7857  0.505
O  3.1415  0.8773  2.7104  -0.758
C  2.8827  0.2513  1.6848  0.258
O  2.1246  -0.7570  1.5549  -0.904
C  3.7580  0.6557  0.4598  0.160
C  5.1170  0.7301  0.8158  -0.899
C  6.1083  1.0606  -0.0835  -0.699
C  5.7639  1.3786  -1.3933  -0.814
C  4.4361  1.3339  -1.7587  -0.337
C  3.4162  0.9480  -0.8685  0.754
P  1.7134  0.9497  -1.5874  2.177
C  1.8522  -0.2034  -3.0232  0.219
C  0.6965  -0.3256  -3.8035  -0.311
C  0.6476  -1.1820  -4.8922  -0.669
C  1.7512  -1.9664  -5.2076  -0.607
C  2.8912  -1.8809  -4.4227  -0.954
C  2.9449  -1.0043  -3.3442  -0.891
C  1.7304  2.5787  -2.4591  0.349
C  1.6240  3.7264  -1.6649  -0.579
C  1.5538  4.9810  -2.2504  -0.552
C  1.5826  5.1187  -3.6324  -0.662
C  1.6953  3.9887  -4.4284  -0.694
C  1.7714  2.7284  -3.8466  -0.252
H  5.3623  0.5421  1.8517  0.482
H  7.1419  1.0954  0.2408  0.380
H  6.5163  1.6743  -2.1147  0.426
H  4.1698  1.6117  -2.7719  0.351
H  -0.1764  0.2674  -3.5447  0.508
H  -0.2571  -1.2484  -5.4859  0.482
H  1.7161  -2.6488  -6.0488  0.353
H  3.7493  -2.5035  -4.6483  0.382
H  3.8441  -0.9473  -2.7446  0.483
H  1.5723  3.6111  -0.5849  0.244
H  1.4621  5.8541  -1.6162  0.472
H  1.5202  6.1012  -4.0853  0.353
H  1.7302  4.0849  -5.5074  0.407
H  1.8656  1.8615  -4.4856  0.370
C  -3.4871  4.4425  -4.0306  -1.600
C  -3.1925  3.6248  -2.8030  0.890
C  -1.8907  3.3675  -2.3989  -0.247
C  -1.6727  2.6172  -1.2490  -0.244
N  -2.6609  2.1083  -0.5211  -0.112
C  -3.9117  2.3690  -0.8912  -0.652
C  -4.2253  3.1153  -2.0158  -0.554
H  -2.5740  4.6604  -4.5830  0.346
H  -3.9529  5.3914  -3.7571  0.319
H  -4.1763  3.9178  -4.6945  0.366
H  -1.0422  3.7510  -2.9552  -0.021
H  -0.6712  2.4214  -0.8800  0.690
H  -4.6979  1.9567  -0.2651  0.359
H  -5.2609  3.3024  -2.2774  0.424